Molecular formula: C10H12AgIN2O3PS
Method: DFT, wB97M-V/def2-TZVPD

Calculated values
Orbital gap = 4.6 eV
Multiplicity = 1
DFT total energy = -51896.2693 eV
HOMO energy = -10.9545 eV
Net charge = +1
LUMO level = -0.2326 hartree

```
31
Properties=species:S:1:pos:R:3:forces:R:3
C -1.99727 -3.43374 -1.50257 -2.4 0.9 0.8
O -2.15444 -2.00626 -1.52643 1.5 -1.4 -0.7
C -0.87867 -1.31072 -1.45661 1.4 0.2 1.0
C -0.78632 -0.26726 -0.24489 1.4 2.7 1.1
C 0.31342 0.84965 -0.32961 -4.1 -2.6 2.5
P 1.50235 1.02144 -1.82439 1.3 -0.2 0.9
O 2.09803 -0.58283 -2.16078 -1.4 1.3 -0.1
I 0.13880 1.76091 -3.78804 -0.2 -0.6 0.3
C 0.39788 1.83332 0.90700 -1.7 -0.5 1.2
C 1.53373 2.99521 0.94179 -0.3 -1.6 0.9
C 2.81852 2.28921 1.66449 -1.1 -0.3 0.0
O 3.39680 1.25456 0.80586 -1.0 0.1 1.0
C -0.52117 1.74830 2.14146 0.4 -1.4 -2.5
C -1.64152 0.64958 2.28542 1.9 0.9 -1.2
N -2.52532 0.45085 3.40244 1.8 -1.8 -5.4
S -3.41672 -0.91556 2.86583 2.4 1.3 -2.1
N -2.76016 -1.26810 1.31438 2.0 2.7 1.3
C -1.70243 -0.32583 1.02696 -1.8 -0.4 2.2
H -2.06292 -3.78981 -0.41956 0.5 0.0 -1.6
H -1.02501 -3.82305 -2.01046 0.5 1.6 2.7
H -2.88806 -3.90687 -2.07925 0.8 0.9 1.1
H -0.62736 -0.80742 -2.46063 -0.7 -0.5 1.5
H -0.02280 -2.07520 -1.27806 -1.3 1.2 -0.2
H 2.51316 -0.60542 -3.05156 -0.3 0.3 0.8
H 1.79342 3.38312 -0.10031 -0.4 -0.5 1.6
H 1.12591 3.79800 1.64994 0.7 -0.9 -1.3
H 2.36688 1.73711 2.57768 1.0 1.3 -1.1
H 3.63468 3.03376 1.94634 -1.2 -1.0 -0.4
H 2.97942 0.41874 1.11367 0.6 0.8 -0.5
H -0.38933 2.49115 3.00040 -0.1 -1.1 -1.5
Ag -1.21350 -4.59682 -3.41052 -0.1 -1.3 -2.5
```
Forces are in eV/Å.